Record 1
C15H36BrHfO9S as an isolated structure at a distorted geometry, computed with ωB97M-V with the def2-TZVPD basis set.

Structure (ORCA input):
```
! RIJCOSX wB97M-V def2-TZVPD def2/J DEFGRID3
* xyz 3 1
Hf -3.69 1.10 1.59
Br -0.95 0.47 1.24
O 2.77 -2.04 4.03
S 2.98 -0.73 3.53
O 2.28 0.44 4.10
O 4.63 -0.48 3.52
C 5.39 -1.67 3.26
C 6.79 -1.49 3.76
C 2.76 -0.81 1.69
H 5.34 -1.90 2.20
H 4.96 -2.42 3.92
H 6.79 -1.42 4.85
H 7.13 -0.53 3.38
H 7.40 -2.33 3.43
H 3.09 -1.71 1.18
H 3.32 0.05 1.32
H 1.72 -0.75 1.38
C -3.00 2.45 -1.78
O -3.25 1.34 -0.94
C -3.48 0.19 -1.68
C -3.43 -1.13 -0.80
O -4.19 -0.95 0.36
C -5.57 -1.56 0.15
C -5.61 -3.13 0.27
O -5.77 -3.55 1.61
C -5.76 -4.96 1.65
H -2.40 3.20 -1.27
H -3.86 2.91 -2.27
H -2.39 2.21 -2.65
H -2.72 0.11 -2.45
H -4.45 0.29 -2.17
H -2.44 -1.38 -0.44
H -3.78 -1.91 -1.48
H -5.97 -1.32 -0.83
H -6.20 -1.13 0.93
H -4.79 -3.69 -0.18
H -6.42 -3.46 -0.37
H -4.98 -5.40 1.03
H -6.62 -5.39 1.15
H -5.78 -5.25 2.71
C 0.25 5.08 0.18
O 1.35 4.45 -0.41
C 1.35 3.03 -0.32
C 2.57 2.30 -0.96
O 2.50 0.85 -1.03
C 1.38 0.37 -1.80
C 1.36 0.70 -3.35
O 2.31 -0.07 -4.06
C 3.66 0.56 -4.00
H 0.33 5.05 1.27
H -0.66 4.57 -0.13
H 0.10 6.14 -0.03
H 0.50 2.63 -0.87
H 1.17 2.66 0.69
H 3.44 2.64 -0.40
H 2.80 2.64 -1.97
H 0.44 0.64 -1.32
H 1.47 -0.71 -1.66
H 1.42 1.79 -3.44
H 0.37 0.32 -3.60
H 3.94 0.55 -2.94
H 3.69 1.61 -4.30
H 4.43 -0.03 -4.51
*
```

Results
* energy relative to the best compared isomer or geometry (same formula, charge and spin): 6.289 eV
* molar mass: 650.91 g mol⁻¹
* HOMO-LUMO gap: 2.01 eV
* strongest force on any atom: 5.49 eV Å⁻¹
* DFT total energy: -4288.9925 hartree



Record 2
A 5-piece molecular cluster, C15H36ClO17PS4 overall at a distorted geometry, computed with ωB97M-V with the def2-TZVPD basis set.

Structure (ORCA input):
```
! RIJCOSX wB97M-V def2-TZVPD def2/J DEFGRID3
* xyz 0 1
O -1.61 4.18 6.96
P -2.79 3.35 6.76
O -3.01 2.87 5.21
C -3.45 3.83 4.34
O -4.19 4.72 4.64
O -3.01 3.61 3.09
C -1.71 3.04 2.97
C -1.64 1.55 2.87
O -0.60 1.01 2.72
Cl -3.12 0.58 2.94
H -4.01 3.92 7.13
H -2.71 2.10 7.37
H -1.28 3.40 2.04
H -1.06 3.38 3.77
O -6.19 -0.39 6.98
S -7.02 0.34 6.07
O -8.00 1.24 6.58
O -7.71 -0.69 5.08
C -8.43 -1.80 5.66
C -9.78 -1.40 6.22
C -6.02 1.16 4.89
H -7.81 -2.28 6.41
H -8.56 -2.51 4.84
H -9.68 -0.75 7.08
H -10.33 -2.29 6.52
H -10.36 -0.86 5.47
H -5.30 0.46 4.48
H -5.52 1.97 5.41
H -6.66 1.56 4.10
O 0.84 1.04 -0.26
S 2.02 0.49 0.34
O 3.02 1.34 0.91
O 2.73 -0.49 -0.71
C 3.06 0.03 -2.02
C 4.27 0.94 -1.99
C 1.58 -0.75 1.50
H 2.20 0.55 -2.45
H 3.26 -0.84 -2.64
H 4.07 1.86 -1.44
H 4.56 1.20 -3.01
H 5.11 0.44 -1.51
H 0.86 -1.42 1.04
H 1.15 -0.25 2.35
H 2.48 -1.29 1.79
O 6.18 -0.82 -3.90
S 7.54 -0.73 -3.46
O 8.00 0.46 -2.81
O 8.49 -1.06 -4.68
C 8.31 -0.31 -5.91
C 8.86 1.09 -5.83
C 7.94 -2.12 -2.47
H 7.25 -0.32 -6.17
H 8.83 -0.89 -6.67
H 8.30 1.70 -5.12
H 8.80 1.57 -6.81
H 9.90 1.08 -5.50
H 7.61 -3.02 -2.99
H 7.41 -2.01 -1.53
H 9.01 -2.13 -2.30
O -1.82 -1.19 -6.54
S -1.65 -2.33 -5.69
O -2.58 -2.57 -4.62
O -0.17 -2.32 -5.11
C 0.28 -1.12 -4.46
C -0.29 -0.94 -3.07
C -1.50 -3.79 -6.66
H 0.06 -0.26 -5.09
H 1.36 -1.22 -4.41
H -1.36 -0.77 -3.10
H 0.18 -0.09 -2.57
H -0.12 -1.83 -2.46
H -0.78 -3.62 -7.44
H -2.48 -3.99 -7.08
H -1.20 -4.61 -6.01
*
```

Results
* structure (SMILES): O=[PH2]OC(=O)OCC(=O)Cl.CCOS(C)(=O)=O.CCOS(C)(=O)=O.CCOS(C)(=O)=O.CCOS(C)(=O)=O
* molar mass: 683.13 g mol⁻¹
* HOMO-LUMO gap: 11.01 eV
* strongest force on any atom: 1.01 eV Å⁻¹
* DFT total energy: -4266.5130 hartree



Record 3
C15H36FNO7Y as an isolated structure at a distorted geometry, computed with ωB97M-V with the def2-TZVPD basis set.

Structure (ORCA input):
```
! RIJCOSX wB97M-V def2-TZVPD def2/J DEFGRID3
* xyz 1 1
Y -1.76 -1.23 -1.78
C -1.21 3.62 -2.14
C -0.01 2.87 -2.78
C 1.09 3.94 -2.78
C 2.47 3.42 -3.13
C 2.84 2.12 -2.46
C 1.75 1.03 -2.36
N 0.46 1.69 -2.06
O -0.56 0.81 -2.00
C 2.13 0.10 -1.22
C 1.71 0.31 -3.76
C -0.33 2.64 -4.26
H -1.35 4.56 -2.65
H -0.97 3.77 -1.09
H -2.12 3.04 -2.29
H 1.17 4.40 -1.79
H 0.85 4.69 -3.54
H 3.23 4.15 -2.81
H 2.68 3.31 -4.20
H 3.23 2.27 -1.45
H 3.71 1.65 -2.91
H 1.38 -0.59 -0.83
H 2.48 0.69 -0.38
H 3.00 -0.45 -1.58
H 2.15 -0.68 -3.61
H 2.36 0.71 -4.54
H 0.67 0.22 -4.06
H 0.53 2.35 -4.86
H -0.75 3.46 -4.83
H -1.06 1.83 -4.41
F -0.54 -1.71 0.05
C 2.37 -3.94 1.27
C 2.65 -2.47 1.58
O 1.47 -1.80 1.98
O 1.45 -4.07 0.16
H 1.89 -4.37 2.15
H 3.22 -4.57 1.02
H 2.98 -2.02 0.64
H 3.47 -2.32 2.28
H 0.85 -1.83 1.24
H 0.59 -3.70 0.37
C -3.37 -2.97 3.43
C -3.28 -3.08 1.91
O -4.51 -3.69 1.48
O -4.32 -1.98 3.77
H -2.38 -2.73 3.82
H -3.58 -3.96 3.84
H -2.51 -3.84 1.71
H -3.02 -2.12 1.46
H -4.24 -4.48 1.01
H -4.59 -2.12 4.68
C -0.85 -0.16 4.01
C -1.96 0.47 4.85
O -2.19 1.80 4.44
O -1.20 -0.11 2.64
H -0.73 -1.18 4.39
H 0.06 0.42 4.19
H -1.67 0.44 5.91
H -2.83 -0.21 4.88
H -2.35 2.33 5.23
H -0.64 -0.74 2.17
*
```

Results
* molar mass: 450.36 g mol⁻¹
* HOMO-LUMO gap: 4.30 eV
* strongest force on any atom: 6.78 eV Å⁻¹
* DFT total energy: -1312.3554 hartree



Record 4
A 3-piece molecular cluster, C15H36IN4O4S overall at a distorted geometry, computed with ωB97M-V with the def2-TZVPD basis set.

Structure (ORCA input):
```
! RIJCOSX wB97M-V def2-TZVPD def2/J DEFGRID3
* xyz -1 1
N 5.02 -1.83 0.16
C 4.00 -2.05 1.21
C 2.78 -2.78 0.63
C 1.59 -1.84 0.45
C 0.28 -2.58 0.25
C -0.94 -1.67 0.45
N -0.80 -0.46 -0.37
S -2.02 -0.28 -1.54
C -0.58 0.74 0.43
I 0.23 2.29 -0.85
C -1.84 1.27 1.17
O -2.71 0.43 1.51
O -1.86 2.46 1.41
H 4.52 -1.61 -0.70
H 5.59 -1.04 0.43
H 3.66 -1.09 1.59
H 4.44 -2.63 2.01
H 2.49 -3.62 1.23
H 3.10 -3.17 -0.33
H 1.51 -1.26 1.37
H 1.80 -1.17 -0.37
H 0.24 -2.89 -0.80
H 0.24 -3.45 0.90
H -1.81 -2.23 0.15
H -1.06 -1.43 1.49
H -1.34 -0.50 -2.69
H 0.16 0.49 1.17
C -1.22 -0.06 4.67
C -0.37 -1.28 5.01
C 0.37 -1.16 6.35
O 1.51 -0.32 6.33
C 1.24 1.06 6.47
N 0.55 -1.54 3.89
H -0.62 0.79 4.34
H -1.91 -0.29 3.86
H -1.81 0.26 5.54
H -1.04 -2.14 5.09
H 0.75 -2.15 6.62
H -0.31 -0.85 7.15
H 0.40 1.24 7.14
H 1.05 1.53 5.51
H 2.13 1.53 6.90
H 1.05 -2.41 4.07
H 1.28 -0.82 3.92
C -1.52 3.58 -7.04
C -1.30 2.07 -7.09
C -2.34 1.26 -6.31
O -2.16 1.27 -4.91
C -2.69 2.39 -4.23
N 0.07 1.78 -6.66
H -1.23 4.00 -6.08
H -0.93 4.07 -7.81
H -2.57 3.82 -7.22
H -1.38 1.76 -8.14
H -2.24 0.21 -6.61
H -3.36 1.57 -6.56
H -3.62 2.74 -4.70
H -1.97 3.21 -4.19
H -2.91 2.09 -3.21
H 0.26 0.79 -6.79
H 0.11 1.90 -5.65
*
```

Results
* energy relative to the best compared isomer or geometry (same formula, charge and spin): 0.000 eV
* molar mass: 495.45 g mol⁻¹
* HOMO-LUMO gap: 7.22 eV
* strongest force on any atom: 2.20 eV Å⁻¹
* DFT total energy: -1808.9986 hartree